ORCA calculation (the ωB97M-V functional and the def2-TZVPD basis) on a structure of composition C13H10F5NO2SSr in a non-equilibrium geometry.

Structure (ORCA input):
```
! RIJCOSX wB97M-V def2-TZVPD def2/J DEFGRID3
* xyz 2 1
O 0.71172 -2.19400 2.69200
C 1.02201 -1.46932 1.73580
N 2.35430 -0.83510 1.48950
C 2.51705 -0.34224 0.08817
O 3.71578 -0.13840 -0.37498
C 1.08633 -0.22504 -0.56060
C 0.63606 0.42852 -1.89965
C 1.68128 1.12919 -2.86940
F 0.96482 1.43693 -4.07626
F 2.06625 2.39909 -2.31766
C 2.92816 0.21719 -3.31346
F 4.13729 0.88793 -2.93910
F 2.86837 -1.11728 -2.88336
F 2.96688 0.16832 -4.73937
C -0.90984 0.37692 -2.18427
C -1.89335 -0.29667 -1.14846
C -1.33100 -0.93117 0.18324
C -2.35243 -1.57884 1.23275
C -3.06294 -0.31806 1.99678
C -2.01655 0.46281 2.93557
S -2.73098 2.16196 3.32563
C 0.18038 -0.91543 0.50850
H 2.61929 -0.14015 2.20330
H -1.37850 0.84521 -3.10821
H -3.01236 -0.28940 -1.36486
H -3.14787 -2.20252 0.67115
H -1.75484 -2.21926 1.96655
H -3.36057 0.41609 1.15642
H -3.96362 -0.72252 2.56460
H -1.00606 0.60665 2.42467
H -1.83842 -0.10694 3.90675
H -2.80752 2.77272 2.06571
Sr 4.11086 1.73283 0.63256
*
```

## Properties
gap between HOMO and LUMO	4.42	eV
strongest force on any atom	5.32	eV/Å
LUMO energy	-9.35	eV
total energy	-44464.4429	eV

Atomic partial charges in e from the Mulliken method, atoms 1 to 8: -0.427, 0.144, -0.031, -0.537, -0.922, 0.858, 0.219, 0.757